This record from OMol25 describes a structure of composition C2H4N4O2 at a distorted geometry. The level of theory is ωB97M-V/def2-TZVPD.

LUMO: -0.5 eV
HOMO energy: -8.587 eV
E_tot: -12184.67425 eV
HOMO-LUMO gap: 0.2967 hartree

The geometry in ORCA input format:
```
! RIJCOSX wB97M-V def2-TZVPD def2/J DEFGRID3
* xyz 0 1
H 3.0164 -0.6247 0.6354
O 2.1135 -0.0217 0.0128
N -0.2433 0.7464 0.2543
C -1.2444 -1.2559 -0.3740
N -2.0833 -0.3687 0.0921
N -1.5971 0.9209 -0.1279
H 1.5620 1.5382 -0.1898
C 0.0802 -0.6799 -0.3790
H -1.7991 1.5190 0.7952
N 1.3907 -1.1780 -0.0773
H -1.7114 -2.3161 -0.1710
O 0.5157 1.7203 -0.4709
*
```